{"formula": "C4H7NO", "method": "wB97M-V/def2-TZVPD", "species": ["C", "O", "C", "C", "C", "N", "H", "H", "H", "H", "H", "H", "H"], "xyz": [[2.0685, 0.5593, -0.4501], [1.2754, 0.0137, 0.6060], [-0.1169, 0.0565, 0.4058], [-1.2994, -1.1220, 0.3580], [-2.3313, -0.1399, -0.0064], [-2.8358, 0.8671, -0.2752], [1.6084, 1.4084, -0.9877], [3.0045, 0.9337, -0.0200], [2.3093, -0.2214, -1.1751], [-0.5189, 0.6604, 1.2216], [-0.2862, 0.5121, -0.5678], [-1.6041, -1.6147, 1.2992], [-1.2737, -1.9131, -0.4084]], "nbo_charge": [-0.251, -0.536, -0.031, -0.527, 0.270, -0.326, 0.175, 0.197, 0.173, 0.184, 0.177, 0.248, 0.246], "mol_weight_g_mol": 85.106, "multiplicity": 1, "gap_ev": 10.99, "smiles": "COCCC#N", "e_above_lowest_kcal_mol": 62.5}


{"formula": "C4H7NO", "method": "wB97M-V/def2-TZVPD", "species": ["O", "C", "C", "C", "N", "C", "H", "H", "H", "H", "H", "H", "H"], "xyz": [[-2.1300, -0.4876, 1.3674], [-0.5346, 0.3153, -1.0320], [-0.0007, 1.3499, -0.0498], [1.1187, 0.4517, -0.3883], [1.0525, -0.7357, 0.4568], [0.1829, -0.8467, -0.7003], [-1.2881, -0.9592, 1.4037], [-2.2314, -0.2888, 0.4270], [-0.2690, 1.2834, 1.0055], [-0.0301, 2.3584, -0.4541], [1.9661, 0.6384, -1.0389], [1.8697, -1.3295, 0.3151], [0.2979, -1.6917, -1.3771]], "nbo_charge": [-0.938, -0.147, -0.498, 0.033, -0.606, -0.088, 0.470, 0.472, 0.251, 0.232, 0.233, 0.369, 0.218], "mol_weight_g_mol": 85.106, "multiplicity": 1, "gap_ev": 9.14, "e_above_lowest_kcal_mol": 125.5}


{"formula": "C4H7NO", "method": "wB97M-V/def2-TZVPD", "species": ["C", "C", "C", "O", "C", "N", "H", "H", "H", "H", "H", "H", "H"], "xyz": [[0.5694, -0.1813, 1.5530], [0.5466, 0.1134, 0.0610], [-0.2912, -0.8807, -0.7713], [-1.0237, -0.0387, -1.6828], [-0.8620, 1.2139, -1.1973], [-0.0647, 1.4194, -0.2371], [1.0082, 0.6630, 2.0920], [1.1632, -1.0766, 1.7686], [-0.4460, -0.3392, 1.9328], [1.5800, 0.1519, -0.3092], [-1.0212, -1.4220, -0.1554], [0.2933, -1.5964, -1.3529], [-1.4518, 1.9734, -1.7013]], "nbo_charge": [-0.607, -0.110, -0.096, -0.494, 0.381, -0.471, 0.226, 0.209, 0.206, 0.194, 0.178, 0.197, 0.187], "mol_weight_g_mol": 85.106, "multiplicity": 1, "gap_ev": 10.65, "smiles": "C[C@H]1COC=N1", "e_above_lowest_kcal_mol": 23.4}


{"formula": "C4H7NO", "method": "wB97M-V/def2-TZVPD", "species": ["C", "N", "O", "C", "C", "C", "H", "H", "H", "H", "H", "H", "H"], "xyz": [[-1.3392, -2.3171, -0.3953], [-0.6723, -1.4247, 0.3163], [-0.4879, -0.3253, -0.5898], [-0.1851, 0.7961, 0.1008], [0.8782, 1.6266, -0.4602], [1.0767, 0.8102, 0.8919], [-1.6387, -2.2841, -1.5195], [-1.5495, -3.2340, 0.2077], [-1.1086, 1.1925, 0.5613], [1.4462, 1.2347, -1.2654], [0.8260, 2.6779, -0.4254], [0.9803, 1.3133, 1.8232], [1.7740, -0.0660, 0.7544]], "nbo_charge": [-0.138, -0.113, -0.411, 0.064, -0.424, -0.441, 0.202, 0.190, 0.182, 0.224, 0.215, 0.218, 0.231], "mol_weight_g_mol": 85.106, "multiplicity": 1, "gap_ev": 10.55, "smiles": "C=NOC1CC1", "e_above_lowest_kcal_mol": 99.0}